Entry 1:
{"formula": "C21H18BrN3O3Tc", "method": "ωB97M-V with the def2-TZVPD basis set", "elements": ["Tc", "O", "C", "C", "C", "C", "C", "C", "C", "N", "C", "C", "N", "C", "C", "C", "C", "C", "C", "C", "O", "H", "H", "H", "H", "H", "H", "H", "H", "H", "H", "H", "H", "H", "H", "O", "C", "C", "C", "N", "C", "Br", "C", "H", "H", "H", "H"], "positions_angstrom": [[0.10062, 0.05734, -0.21888], [-0.12069, 1.91776, 0.14061], [-1.13436, 2.54674, 0.74497], [-1.15417, 3.93971, 0.68692], [-2.18516, 4.63050, 1.28979], [-3.20721, 3.96406, 1.97717], [-3.19014, 2.59493, 2.05233], [-2.15851, 1.85275, 1.43408], [-2.18592, 0.44114, 1.58276], [-1.34024, -0.40704, 1.07319], [-1.51207, -1.85854, 1.34501], [-0.27244, -2.60441, 0.85437], [0.09046, -1.99778, -0.43112], [-0.00325, -2.67178, -1.52577], [-0.09200, -2.05617, -2.81503], [0.08931, -2.82873, -3.97793], [-0.13602, -2.28471, -5.21941], [-0.59482, -0.96750, -5.32069], [-0.81923, -0.19533, -4.19749], [-0.55813, -0.73346, -2.94119], [-0.82618, 0.03279, -1.85447], [-0.36224, 4.44937, 0.15716], [-2.20144, 5.71078, 1.22963], [-4.00002, 4.52868, 2.44605], [-3.96969, 2.06518, 2.58496], [-2.98284, 0.02571, 2.19877], [-2.40079, -2.20237, 0.81288], [-1.66166, -2.02006, 2.41328], [-0.47976, -3.66954, 0.74662], [0.55677, -2.48584, 1.55228], [-0.09395, -3.75570, -1.45880], [0.41626, -3.85606, -3.87702], [0.01998, -2.87310, -6.11194], [-0.79143, -0.54587, -6.29753], [-1.19632, 0.81504, -4.27003], [5.44104, 0.12870, 2.86763], [4.22909, 0.06319, 2.34709], [3.06630, -0.17027, 3.09514], [1.85892, -0.21816, 2.44693], [1.75202, -0.05393, 1.11407], [2.87757, 0.18574, 0.42935], [2.50575, 0.48265, -1.40860], [4.13107, 0.25377, 0.95981], [5.44538, 0.00139, 3.82722], [3.10647, -0.30505, 4.16740], [0.93595, -0.38205, 2.98640], [5.00772, 0.45553, 0.36205]], "forces_ev_per_angstrom": [[-0.7, 0.5, 0.1], [-0.1, 0.3, 0.1], [0.3, -0.1, -0.1], [-0.1, 0.0, 0.1], [0.1, 0.0, 0.0], [0.0, -0.1, 0.0], [0.0, 0.1, 0.0], [-0.1, -0.1, 0.1], [0.0, 0.1, 0.1], [0.1, -0.1, -0.1], [0.0, 0.1, 0.1], [0.1, -0.1, -0.1], [0.0, -0.3, 0.1], [0.0, 0.0, 0.2], [0.0, -0.1, -0.2], [0.0, 0.1, 0.1], [0.0, 0.0, 0.0], [0.0, 0.0, 0.0], [0.0, -0.1, 0.1], [-0.1, 0.2, 0.0], [0.4, -0.4, -0.1], [0.0, 0.0, 0.0], [0.0, 0.0, 0.0], [0.0, 0.0, 0.0], [0.0, 0.0, 0.0], [0.0, 0.0, 0.0], [0.0, 0.0, 0.0], [0.0, 0.0, 0.0], [0.0, 0.0, 0.0], [0.0, 0.0, 0.0], [0.0, 0.0, -0.1], [0.0, 0.0, 0.0], [0.0, 0.0, 0.0], [0.0, 0.0, 0.0], [0.0, 0.0, 0.0], [-0.1, 0.0, 0.0], [0.1, 0.0, 0.0], [-0.1, 0.0, 0.0], [0.0, 0.0, 0.0], [0.0, -0.1, -0.1], [0.0, 0.0, 0.0], [0.2, 0.1, -0.1], [-0.1, 0.0, 0.0], [0.0, 0.0, 0.0], [0.0, 0.0, 0.0], [0.0, 0.0, 0.0], [0.0, 0.0, 0.0]], "mulliken_charge": [0.112, -0.453, 0.668, -0.645, -0.422, -0.756, -0.981, 0.672, 0.045, 0.307, -0.798, -0.825, 0.235, 0.173, 0.365, -0.750, -0.759, -0.478, -0.537, 0.778, -0.736, 0.486, 0.437, 0.437, 0.418, 0.426, 0.407, 0.521, 0.484, 0.204, 0.365, 0.429, 0.439, 0.423, 0.484, -0.473, 0.893, -0.720, -0.683, 0.181, 0.373, 0.083, -0.586, 0.334, 0.362, 0.534, 0.526], "total_charge": 2, "gap_ev": [6.3, 6.7], "e_lumo_ev": [-8.061, -7.870], "spin_multiplicity": 2, "relative_energy_kj_mol": 20.8, "s2": 1.18, "energy_ha": -3855.33716}

Entry 2:
{"formula": "C14H37I2OP2RuSi2", "method": "ωB97M-V with the def2-TZVPD basis set", "elements": ["I", "I", "Ru", "P", "C", "C", "H", "H", "H", "H", "H", "H", "C", "H", "H", "H", "P", "C", "C", "H", "H", "H", "C", "H", "H", "H", "H", "H", "H", "C", "O", "C", "Si", "C", "C", "C", "Si", "C", "C", "C", "H", "H", "H", "H", "H", "H", "H", "H", "H", "H", "H", "H", "H", "H", "H", "H", "H", "H", "H"], "positions_angstrom": [[-0.00358, -2.75254, -1.57720], [-0.12614, 2.23660, -1.95188], [-0.05348, -0.07050, -0.32597], [-2.31758, -0.23484, -0.18197], [-3.15365, 1.35174, 0.12196], [-2.74844, -0.70031, -1.87221], [-3.77732, -1.08476, -1.88749], [-4.27900, -1.38948, 0.58527], [-2.05668, -1.50305, -2.19929], [-2.83566, -2.42557, 0.74065], [-2.85063, 2.05216, -0.66583], [-2.61325, 0.16637, -2.53551], [-3.21965, -1.41273, 0.87349], [-4.24096, 1.19605, 0.09706], [-3.12605, -1.12235, 1.92590], [-2.86098, 1.76812, 1.09488], [2.24006, -0.12003, -0.16092], [3.02717, 1.50427, 0.09228], [3.22514, -1.17304, 0.95917], [2.04797, -1.45110, -2.13501], [3.74977, -0.95659, -1.84644], [2.53544, 0.22210, -2.51691], [2.70529, -0.61711, -1.83421], [2.93114, -2.22248, 0.88598], [4.28331, -1.08890, 0.68262], [4.11194, 1.40925, -0.03225], [2.81302, 1.87341, 1.10280], [3.11212, -0.84394, 1.99573], [2.62481, 2.21806, -0.63576], [-0.03730, 1.51843, 0.66905], [0.08703, 2.57401, 1.18881], [-1.49099, -2.86664, 3.80685], [0.04166, -2.25752, 2.89925], [1.58955, -2.72549, 3.84732], [0.07369, -3.38039, 1.41816], [0.05224, -0.44408, 2.29570], [-0.75356, 0.55570, 3.70420], [0.05040, 0.00281, 5.32747], [-0.46021, 2.41863, 3.80734], [-2.62609, 0.38500, 3.86731], [-1.25583, -3.92148, 4.02424], [-2.39343, -2.84132, 3.17769], [-1.68764, -2.34758, 4.75228], [1.39698, -3.74893, 4.20186], [2.47147, -2.73575, 3.19039], [1.77103, -2.06394, 4.70130], [-0.85119, -3.16000, 0.87256], [0.97453, -3.10812, 0.85491], [0.10339, -4.46504, 1.60014], [1.11768, -0.09582, 2.23083], [1.14685, 0.02270, 5.24180], [-0.26835, 0.76236, 6.06033], [-0.27084, -0.98968, 5.66951], [-1.17465, 2.99560, 3.20479], [-0.59808, 2.71116, 4.86011], [0.56074, 2.69770, 3.52160], [-3.18612, 0.78156, 3.00447], [-2.96318, -0.64412, 4.07101], [-2.88821, 1.00224, 4.74711]], "forces_ev_per_angstrom": [[0.0, -0.1, 0.4], [0.0, 0.2, -1.2], [0.2, -1.1, -1.5], [-2.3, 0.0, 0.7], [-0.1, 0.0, 0.0], [0.1, -0.3, -0.6], [0.2, 0.2, -0.2], [0.2, 0.0, 0.0], [-0.9, 0.6, 0.0], [-0.1, 0.1, 0.0], [-0.2, -0.1, 0.2], [-0.3, -0.3, 0.1], [0.2, 0.0, 0.1], [0.3, 0.2, 0.0], [0.0, -0.1, -0.3], [-0.1, -0.1, -0.2], [2.4, 0.3, 0.4], [-0.1, 0.0, 0.0], [-0.2, -0.2, 0.0], [0.8, 0.6, 0.0], [-0.2, 0.2, -0.2], [0.2, -0.2, 0.1], [0.0, -0.4, -0.4], [0.0, 0.1, 0.0], [-0.2, 0.1, 0.0], [-0.2, 0.1, 0.0], [0.1, -0.1, -0.2], [0.0, 0.0, -0.2], [0.2, -0.1, 0.2], [0.7, 4.8, 2.7], [-0.6, -4.3, -2.4], [0.2, 0.2, 0.0], [-0.3, -0.4, 0.2], [-0.1, 0.4, -0.1], [0.0, -0.6, -0.7], [0.8, 0.0, 2.5], [-0.4, 0.8, 0.8], [0.0, -0.3, -0.1], [0.0, 0.0, -0.2], [0.0, -0.2, 0.0], [-0.2, 0.3, 0.0], [0.3, 0.0, 0.3], [0.0, -0.3, -0.2], [0.2, 0.2, 0.0], [-0.2, -0.1, 0.3], [0.1, -0.3, -0.1], [0.0, -0.1, -0.1], [0.0, -0.1, -0.1], [0.0, 0.4, 0.1], [-0.9, -0.2, 0.0], [-0.3, 0.1, 0.2], [0.2, -0.4, -0.2], [0.2, 0.3, 0.0], [0.3, -0.1, 0.2], [0.0, -0.2, -0.3], [-0.2, 0.1, 0.1], [0.2, -0.1, 0.4], [0.0, 0.4, -0.1], [0.0, -0.2, -0.4]], "mulliken_charge": [0.106, 0.221, 0.610, 1.037, -1.252, -0.839, 0.435, 0.667, 0.069, 0.302, 0.337, 0.331, -1.175, 0.505, -0.073, 0.181, 1.067, -1.271, -1.591, 0.062, 0.439, 0.339, -0.844, 0.333, 0.633, 0.476, 0.315, 0.416, 0.348, 0.026, -0.362, -1.022, -0.642, -1.059, -0.034, 0.820, 0.108, -1.191, -1.214, -1.102, 0.472, 0.314, 0.322, 0.405, 0.352, 0.357, -0.214, -0.061, 0.337, -0.146, 0.305, 0.405, 0.375, 0.323, 0.434, 0.353, 0.288, 0.396, 0.470], "total_charge": 2, "gap_ev": [7.1, 5.5], "e_lumo_ev": [-6.582, -10.091], "spin_multiplicity": 6, "relative_energy_kj_mol": 53.8, "s2": 8.79, "energy_ha": -2582.19564}

Entry 3:
{"formula": "C32H33As2Cl3CuN6O8", "method": "ωB97M-V with the def2-TZVPD basis set", "elements": ["Cu", "C", "N", "C", "C", "N", "C", "C", "C", "C", "C", "C", "N", "C", "N", "C", "C", "C", "C", "C", "C", "N", "H", "H", "H", "H", "H", "H", "H", "H", "H", "H", "H", "H", "H", "H", "H", "C", "O", "C", "O", "C", "C", "As", "C", "C", "C", "As", "C", "C", "O", "O", "C", "C", "O", "O", "C", "C", "O", "O", "C", "H", "H", "H", "H", "H", "H", "H", "H", "H", "H", "H", "H", "H", "H", "H", "H", "H", "H", "Cl", "C", "Cl", "Cl", "C", "N"], "positions_angstrom": [[-0.67544, 2.13482, 0.23529], [0.52226, 2.07432, -2.90181], [1.26876, 1.93382, -1.66461], [2.13826, 3.03302, -1.30491], [1.37606, 4.08842, -0.56431], [0.36836, 3.83492, 0.23479], [-0.03254, 5.03642, 0.77169], [-1.03494, 5.34282, 1.68489], [-1.21144, 6.67272, 2.00619], [-0.41594, 7.67622, 1.44719], [0.60546, 7.38662, 0.56749], [0.78916, 6.05222, 0.24269], [1.67406, 5.40882, -0.59361], [-0.91084, 1.70882, -2.67131], [-1.45244, 1.61992, -1.48121], [-2.77824, 1.31722, -1.66301], [-3.79244, 1.12322, -0.73611], [-5.04954, 0.85202, -1.22991], [-5.29624, 0.77292, -2.60321], [-4.29724, 0.96122, -3.53881], [-3.02984, 1.23252, -3.04651], [-1.81644, 1.48282, -3.65371], [0.93446, 1.45492, -3.71171], [0.55936, 3.11932, -3.23421], [1.73926, 1.03822, -1.61321], [2.64326, 3.48402, -2.17421], [2.90906, 2.65202, -0.62951], [-1.64114, 4.56682, 2.12249], [-1.98404, 6.95252, 2.70479], [-0.60764, 8.70342, 1.71359], [1.22906, 8.16122, 0.15339], [2.41376, 5.84442, -1.12061], [-3.58874, 1.17892, 0.32019], [-5.86554, 0.68972, -0.54361], [-6.29734, 0.55262, -2.93821], [-4.49274, 0.89462, -4.59801], [-1.65654, 1.49772, -4.64831], [4.06356, -0.21918, 2.30869], [2.73496, -0.27058, 2.80089], [1.74216, -0.74018, 2.04699], [0.60286, -0.68988, 2.48339], [2.00086, -1.21818, 0.68249], [2.61056, -2.42108, 0.54429], [2.10226, -3.57958, 2.03679], [2.85816, -5.35968, 1.67499], [0.36056, -3.65508, 1.06679], [-0.21774, -2.73138, 0.29959], [0.31596, -0.91908, -0.29951], [0.64376, -1.48958, -2.16931], [-1.51074, -2.91878, -0.37731], [-2.05374, -1.98538, -0.94491], [-1.97684, -4.15478, -0.37391], [-3.13984, -4.42598, -1.14581], [-0.28404, -4.97388, 1.32029], [0.04626, -5.95968, 0.71769], [-1.18784, -5.03508, 2.30149], [-1.52924, -3.87218, 3.03529], [2.93646, -2.91548, -0.79451], [3.48876, -2.23628, -1.63291], [2.59086, -4.19228, -0.96971], [2.94096, -4.79378, -2.20511], [4.57226, 0.53452, 2.90969], [4.09146, 0.06442, 1.25439], [4.56286, -1.18368, 2.44169], [3.94076, -5.26518, 1.58989], [2.45276, -5.83348, 0.78829], [2.64246, -5.99478, 2.53589], [0.68886, -2.57348, -2.25111], [1.55816, -1.07088, -2.58571], [-0.21424, -1.14508, -2.74901], [-3.26064, -5.50578, -1.12511], [-2.99914, -4.07198, -2.16871], [-4.00964, -3.93038, -0.71341], [-2.38274, -4.15368, 3.64889], [-1.80564, -3.04048, 2.38199], [-0.69924, -3.55428, 3.67809], [2.67436, -5.84318, -2.11451], [4.01046, -4.67608, -2.38531], [2.39226, -4.33068, -3.02741], [-1.10224, 2.90112, 5.14609], [-0.12724, 1.60492, 4.37779], [1.58896, 2.08972, 4.38239], [-0.33984, 0.07752, 5.24909], [-0.59164, 1.52832, 3.02779], [-1.02524, 1.59302, 1.96139]], "forces_ev_per_angstrom": [[0.1, -0.1, -0.7], [0.0, 0.0, 0.0], [0.3, -0.2, -0.1], [0.1, 0.0, -0.1], [-0.2, 0.0, 0.2], [0.3, -0.3, -0.3], [0.5, 0.8, -0.2], [0.0, 0.1, -0.1], [-0.1, -0.1, 0.1], [0.1, 0.1, 0.0], [0.1, 0.0, 0.0], [-0.6, -0.1, 0.5], [0.2, 0.0, -0.2], [-0.2, 0.1, 0.3], [0.3, 0.2, -0.4], [-0.5, -0.1, -0.9], [0.0, 0.0, -0.1], [0.0, 0.0, 0.1], [0.0, 0.0, -0.2], [0.0, -0.1, 0.0], [-0.4, 0.0, 0.7], [0.1, -0.1, -0.2], [0.0, 0.2, 0.1], [0.0, -0.1, 0.0], [0.1, 0.3, -0.1], [0.0, 0.0, 0.2], [0.0, 0.0, -0.1], [-0.1, -0.1, 0.0], [-0.1, 0.0, 0.1], [0.0, 0.1, 0.0], [0.1, 0.2, -0.1], [0.0, -0.1, 0.0], [0.0, 0.0, 0.2], [-0.1, 0.0, 0.1], [-0.1, 0.0, -0.1], [-0.1, 0.0, -0.1], [0.1, 0.0, 0.1], [0.6, 0.0, -0.1], [-0.3, -0.1, 0.0], [-0.8, 0.4, 0.8], [0.6, -0.1, -0.1], [0.9, -0.9, -0.2], [-0.2, 0.6, 0.5], [0.4, 0.0, 0.0], [-0.1, -0.1, 0.0], [-0.1, 0.0, -0.1], [0.3, -0.1, 0.1], [-0.2, 0.1, -0.3], [0.0, 0.2, -0.1], [-0.7, 0.1, -0.3], [0.1, -0.3, 0.1], [0.3, 0.0, 0.2], [-0.4, 0.0, -0.3], [-0.1, -0.5, -0.2], [-0.1, 0.1, 0.2], [0.1, -0.5, -0.1], [-0.1, 0.5, 0.3], [0.3, -0.2, -1.0], [-0.1, -0.2, 0.3], [-0.1, 0.3, 0.4], [0.2, -0.1, -0.5], [0.0, -0.1, 0.0], [0.0, 0.0, 0.1], [-0.1, 0.1, -0.1], [0.0, 0.1, 0.0], [0.0, 0.1, 0.0], [0.0, 0.1, 0.0], [0.1, 0.0, 0.0], [0.0, 0.0, 0.1], [0.0, 0.0, 0.1], [0.0, 0.1, 0.0], [0.0, 0.0, 0.1], [0.0, 0.0, 0.0], [0.1, 0.0, 0.0], [0.0, -0.1, 0.1], [-0.1, 0.0, -0.1], [0.0, 0.0, 0.0], [-0.1, -0.1, 0.0], [0.0, 0.0, 0.0], [0.1, -0.3, 0.0], [0.4, 0.2, 1.4], [-0.4, 0.0, 0.0], [-0.1, 0.3, -0.1], [-0.9, -0.1, -1.6], [0.4, -0.1, 1.8]], "mulliken_charge": [-1.124, -1.040, 0.269, -1.275, 0.631, 0.474, 0.526, -0.613, -0.777, -0.457, -1.050, 0.485, -0.098, 0.083, 0.446, 0.540, -0.546, -0.817, -0.527, -1.099, 0.719, -0.061, 0.427, 0.486, 0.077, 0.415, 0.385, 0.359, 0.431, 0.402, 0.420, 0.226, 0.371, 0.446, 0.417, 0.432, 0.235, -0.812, -0.331, 0.027, -0.270, -0.013, 0.180, 0.116, -1.234, 1.222, -0.526, 1.695, -1.877, -0.274, -0.478, -0.145, -0.811, 0.133, -0.568, -0.342, -0.420, 0.313, -0.605, -0.050, -0.815, 0.328, 0.361, 0.227, 0.434, 0.331, 0.416, 0.543, 0.581, 0.408, 0.264, 0.287, 0.325, 0.385, 0.147, 0.237, 0.255, 0.336, 0.281, -0.106, 0.838, -0.096, -0.090, -0.230, 0.207], "total_charge": 1, "gap_ev": 7.5, "e_lumo_ev": -3.030, "energy_ha": -9662.03789}